# C4H12NO2

2 unconnected molecules or ions with the total composition C4H12NO2 (ωB97M-V/def2-TZVPD, the OMol25 dataset).

```
19
C4H12NO2, DFT ωB97M-V/def2-TZVPD
C 0.0865 0.5556 -1.9548
C -0.3437 -0.2184 -0.7017
C -0.5218 0.7416 0.4989
C 0.8424 1.0216 1.1824
O 1.8059 0.0896 1.2072
N -1.5015 -1.1183 -0.8127
H 1.0783 1.0005 -1.8444
H 0.0552 -0.0634 -2.8488
H -0.5753 1.4205 -2.0753
H 0.5315 -0.8309 -0.4773
H -0.8903 1.7155 0.1758
H -1.2203 0.2327 1.1607
H 1.2668 1.8987 0.6453
H 0.6391 1.5355 2.1388
H -2.1305 -0.6618 -1.4702
H -1.1593 -1.9454 -1.2961
H 0.8516 -1.0834 1.8945
H 0.8704 -2.5342 2.2174
O 0.3149 -1.7560 2.3605
```

Summary:
E_LUMO (alpha / beta) = 0.90 / -2.24 eV
multiplicity = 2
HOMO-LUMO gap (alpha / beta) = 10.516 / 7.364 eV
energy above the lowest of the compared OMol25 structures with the same formula, charge and spin = 12.4 kcal per mole

=====

# C3H7N5

A gas-phase ion, C3H7N5 (charge +2) (ωB97M-V/def2-TZVPD, the OMol25 dataset).

```
15
C3H7N5, DFT ωB97M-V/def2-TZVPD
C 2.1287 -0.8733 0.1440
C 0.4475 0.8246 -0.1827
C -1.9950 0.2745 -0.4825
N -2.6840 -0.7669 -0.1522
N -3.3975 -1.6299 -0.0691
N 1.4964 0.1754 0.6240
N 2.6473 -1.8327 -0.2690
N -0.9497 0.8003 0.5427
H 0.7517 1.8115 -0.2554
H 0.4438 0.2926 -1.1036
H -2.1983 0.6848 -1.4344
H 2.1071 0.7194 1.3466
H 3.2316 -2.5901 -0.8237
H -0.8027 0.2584 1.4459
H -1.2269 1.8513 0.6693
```

Summary:
E_LUMO (alpha / beta) = -8.36 / -9.96 eV
multiplicity = 3
HOMO-LUMO gap (alpha / beta) = 6.059 / 11.041 eV
charge = +2

=====

# C22H27Cl4N3O6

7 unconnected molecules or ions with the total composition C22H27Cl4N3O6 (ωB97M-V/def2-TZVPD, the OMol25 dataset).

```
62
C22H27Cl4N3O6, DFT ωB97M-V/def2-TZVPD
C 4.2165 2.4573 3.0739
N 5.0355 1.2001 3.0773
O 6.0496 1.1334 2.4010
O 4.5145 0.2264 3.6180
H 4.1169 2.6534 4.1415
H 3.3198 2.2473 2.4908
H 4.7452 3.2616 2.5623
C 2.1443 4.7027 -7.2078
N 1.4608 5.2206 -8.4421
O 0.4679 5.9192 -8.2722
O 1.8788 4.9597 -9.5938
H 2.1341 3.6256 -7.3749
H 1.5319 5.0320 -6.3684
H 3.1530 5.0932 -7.0732
C -3.2195 -7.4706 0.4126
N -2.9654 -8.3919 1.5059
O -3.8811 -9.1781 1.8230
O -1.8855 -8.3190 2.0814
H -4.2812 -7.5232 0.1716
H -2.5784 -7.5931 -0.4604
H -2.8608 -6.5617 0.8958
Cl -0.0078 1.8018 -1.5990
C -1.5464 1.2737 -0.9316
Cl -2.6063 1.2467 -2.3760
Cl -1.5795 -0.3079 -0.1277
Cl -2.2229 2.5235 0.1963
C -9.2403 -2.7986 -0.0668
C -9.1620 -3.8346 0.8677
C -8.2856 -3.7658 1.9145
C -7.5397 -2.6179 2.0442
C -7.6137 -1.5661 1.1573
C -8.3461 -1.7584 -0.0387
H -9.9043 -2.9299 -0.9084
H -9.8163 -4.6913 0.9338
H -8.2582 -4.5405 2.6665
H -6.8521 -2.5375 2.8731
H -7.0396 -0.6558 1.2482
H -8.4431 -1.0385 -0.8380
C 5.0876 -6.9921 -2.1919
C 5.1903 -6.4855 -0.8969
C 4.4348 -5.2927 -0.5953
C 3.8942 -4.5432 -1.6383
C 3.8190 -5.0714 -2.8960
C 4.3544 -6.3063 -3.1498
H 5.4491 -7.9584 -2.5110
H 5.6825 -7.0483 -0.1175
H 4.4178 -4.8869 0.4054
H 3.5567 -3.5423 -1.4131
H 3.2992 -4.4565 -3.6159
H 4.2395 -6.6986 -4.1495
C 3.4572 8.8301 4.6014
C 2.1629 8.2012 4.7650
C 1.4071 7.9695 3.6825
C 1.8788 8.3305 2.4382
C 3.0462 8.9865 2.2671
C 3.8803 9.2465 3.3447
H 4.0820 8.9271 5.4770
H 2.0145 7.8799 5.7854
H 0.5285 7.3567 3.8198
H 1.3399 8.0800 1.5364
H 3.2988 9.2462 1.2497
H 4.8457 9.7303 3.3246
```

Summary:
E_LUMO = -0.27 eV
structure (SMILES) = C[N+](=O)[O-].C[N+](=O)[O-].C[N+](=O)[O-].ClC(Cl)(Cl)Cl.c1ccccc1.c1ccccc1.c1ccccc1
HOMO-LUMO gap = 9.007 eV
energy above the lowest of the compared OMol25 structures with the same formula, charge and spin = 48.9 kcal per mole

=====

# C10H31AsF6N9O6Tl

A molecular structure, C10H31AsF6N9O6Tl (ωB97M-V/def2-TZVPD, the OMol25 dataset).

```
64
C10H31AsF6N9O6Tl, DFT ωB97M-V/def2-TZVPD
Tl -0.6555 0.7909 -0.1838
As -1.0972 2.1201 5.8161
F -2.0384 3.6263 5.4253
F -2.6239 1.2476 6.1097
F -0.2361 0.5784 6.2595
F 0.4891 2.8768 5.4906
F -0.8974 2.5617 7.5548
F -1.1544 1.7391 4.0295
C -1.9258 -5.8271 -5.0107
O -1.6295 -4.4638 -4.5905
C -1.9775 -3.3714 -5.4053
C -2.1106 -1.9732 -4.6845
N -0.8968 -1.7408 -3.8464
C 0.2912 -1.2109 -4.6551
C 1.5240 -1.6572 -3.8501
O 1.7665 -0.9341 -2.7092
C 3.0383 -1.3963 -2.1105
H -2.9956 -6.0331 -4.9788
H -1.5124 -6.4549 -4.2214
H -1.4036 -6.0743 -5.9351
H -2.9489 -3.6355 -5.8232
H -1.4322 -3.2888 -6.3455
H -3.0003 -2.0638 -4.0613
H -2.3847 -1.1174 -5.3015
H -0.7275 -2.7337 -3.7713
H 0.5415 -0.1844 -4.9230
H 0.3797 -1.7400 -5.6040
H 2.3110 -1.4858 -4.5846
H 1.6370 -2.6820 -3.4963
H 3.8743 -1.0279 -2.7050
H 2.9933 -2.4465 -1.8223
H 3.1081 -0.8651 -1.1612
C 3.8769 3.7937 1.7474
O 3.0301 3.0689 1.2359
N 4.0087 4.0932 3.0140
N 4.7118 4.3064 0.9792
H 3.3044 3.9557 3.7246
H 4.7192 4.7779 3.2299
H 4.7920 4.1049 -0.0073
H 5.2212 5.0315 1.4637
C 2.9458 -1.5153 3.4858
O 2.1422 -1.3437 2.5695
N 3.0482 -2.6305 4.1620
N 3.5669 -0.5687 4.0380
H 2.7058 -3.4565 3.6924
H 3.7342 -2.7002 4.9000
H 3.7671 -0.6031 5.0274
H 3.2860 0.3585 3.7526
C -0.3449 6.0890 1.2798
O -0.4270 5.1116 0.6424
N -1.0396 7.2124 1.0565
N 0.3064 6.3063 2.3563
H -1.4814 7.3558 0.1597
H -0.5619 8.0248 1.4196
H 0.7482 5.5375 2.8399
H 0.2038 7.2313 2.7486
C -5.2234 -2.6499 0.0233
O -4.3454 -1.8188 -0.1655
N -6.1161 -2.6645 0.9599
N -5.3347 -3.7943 -0.5648
H -6.6279 -3.5252 1.0917
H -6.2949 -1.7549 1.3608
H -4.5265 -4.1965 -1.0178
H -6.1011 -4.2702 -0.1107
```

Summary:
E_LUMO = -12.57 eV
HOMO-LUMO gap = 1.611 eV
charge = +2
energy above the lowest of the compared OMol25 structures with the same formula, charge and spin = 213.3 kcal per mole

=====

# C30H50BeBrN3P2S

A molecular structure, C30H50BeBrN3P2S (ωB97M-V/def2-TZVPD, the OMol25 dataset).

```
88
C30H50BeBrN3P2S, DFT ωB97M-V/def2-TZVPD
C -0.6733 7.2152 -6.1522
C -0.8978 5.8525 -6.4317
C -1.1635 5.4856 -7.7666
C -1.2234 6.4928 -8.7435
N -1.0237 7.7683 -8.4361
C -0.7534 8.1491 -7.1951
C -0.8224 4.8800 -5.3629
C -0.6866 4.0847 -4.4400
C -0.4790 3.2206 -3.3180
C 0.5678 3.4763 -2.4106
C 0.8391 2.5792 -1.3708
C 0.0314 1.4733 -1.2316
C -1.0590 1.2233 -2.0489
C -1.2971 2.1004 -3.1198
Be 0.4298 0.2986 0.0107
P 2.0048 -0.8463 -0.8149
H -1.3122 4.4458 -8.0522
H -0.4320 7.5489 -5.1452
H -1.4375 6.2436 -9.7852
H -0.5925 9.2101 -6.9924
H -2.1187 1.9169 -3.8118
H 1.1790 4.3682 -2.5423
H -1.6934 0.3635 -1.8689
H 1.6896 2.7436 -0.7014
C 2.2853 -2.4800 -0.0619
C 3.0987 -3.5093 -0.8441
H 1.2553 -2.8564 0.0991
H 2.7222 -2.2935 0.9296
H 3.2057 -4.4028 -0.2272
H 2.5587 -3.8200 -1.7465
H 4.1025 -3.1421 -1.1010
C 1.7613 -1.1746 -2.6216
C 2.7499 -0.4791 -3.5564
H 0.7377 -0.8517 -2.8561
H 1.7696 -2.2610 -2.7833
H 2.4667 -0.6780 -4.6002
H 2.7237 0.6103 -3.4122
H 3.7755 -0.8533 -3.4240
C 3.5539 0.1477 -0.5875
C 4.9215 -0.5508 -0.7026
H 3.4782 0.5750 0.4308
H 3.4975 1.0055 -1.2819
H 5.6989 0.2068 -0.5145
H 5.0491 -1.3261 0.0692
H 5.1210 -0.9681 -1.7051
Br -1.1253 -1.8857 -0.0305
P -2.5863 -3.3996 -4.1760
C -0.7464 -3.5400 -4.1123
C -0.2779 -4.9825 -4.3172
H -0.4026 -3.1448 -3.1453
H -0.3470 -2.9043 -4.9172
H 0.7920 -5.0213 -4.5565
H -0.4309 -5.5943 -3.4208
H -0.8135 -5.4551 -5.1478
C -3.0817 -3.1551 -2.4239
C -4.4739 -3.6836 -2.0813
H -3.0000 -2.0827 -2.1875
H -2.3316 -3.6713 -1.8128
H -4.5741 -3.7756 -0.9933
H -5.2671 -3.0065 -2.4220
H -4.6475 -4.6704 -2.5241
C -2.8452 -1.7210 -4.8701
C -3.0834 -1.7260 -6.3829
H -1.9780 -1.0963 -4.6101
H -3.7329 -1.3240 -4.3575
H -3.4811 -0.7590 -6.7109
H -2.1598 -1.8999 -6.9466
H -3.8103 -2.4944 -6.6702
C -1.7187 -1.3424 6.5283
C -0.6418 -1.3894 5.4565
N -1.0697 -0.6485 4.2159
C -0.3175 0.0609 3.3442
S -0.8021 0.2872 1.6839
N 0.7119 0.8115 3.7907
C 0.5468 1.7717 4.8985
C 1.7369 1.5829 5.8135
H -2.0028 -0.3153 6.7479
H -1.3628 -1.7894 7.4586
H -2.5978 -1.8915 6.1668
H 0.3348 -1.0128 5.7823
H -0.5173 -2.4500 5.1880
H -1.9355 -1.0119 3.8092
H 1.3410 1.1198 3.0499
H 0.5330 2.7953 4.4973
H -0.4283 1.5927 5.3882
H 2.6137 2.0299 5.3247
H 1.5603 2.0363 6.7953
H 1.9338 0.5039 5.9221
```

Summary:
E_LUMO (alpha / beta) = -7.97 / -8.92 eV
HOMO-LUMO gap (alpha / beta) = 3.979 / 3.032 eV
charge = +2
energy above the lowest of the compared OMol25 structures with the same formula, charge and spin = 0.0 kcal per mole

=====

# C12H12NO2PtS

A molecular structure, C12H12NO2PtS (ωB97M-V/def2-TZVPD, the OMol25 dataset).

```
29
C12H12NO2PtS, DFT ωB97M-V/def2-TZVPD
Pt -0.5531 -0.1727 0.5574
O 0.7226 -1.3202 1.8832
N 2.0455 -1.1486 1.5809
C 3.0074 -1.8485 2.1956
C 4.3387 -1.8334 1.6675
C 4.6794 -0.7400 0.9198
C 3.7522 0.1000 0.4122
C 2.3883 -0.0595 0.7760
S 1.2347 1.1266 0.3144
H 2.7008 -2.5452 2.9727
H 5.0383 -2.6189 1.9254
H 5.7409 -0.5491 0.8073
H 4.0005 0.9772 -0.2075
C -2.1867 -2.6107 -0.4583
O -1.3742 -2.0203 0.4904
H -2.2244 -2.1785 -1.4751
H -3.2122 -2.7938 -0.0969
H -1.7841 -3.6424 -0.7005
C -3.0467 3.0851 -1.7939
C -2.1082 2.3159 -2.4548
C -1.4787 1.2904 -1.7671
C -1.8083 0.9940 -0.4029
C -2.8798 1.6534 0.1557
C -3.4314 2.7830 -0.5083
H -3.5668 3.9041 -2.3245
H -1.9520 2.4652 -3.5113
H -0.7182 0.6154 -2.2155
H -3.1885 1.4006 1.1788
H -4.1361 3.3708 0.0792
```

Summary:
E_LUMO (alpha / beta) = 0.31 / -3.40 eV
multiplicity = 6
HOMO-LUMO gap (alpha / beta) = 5.861 / 4.859 eV
energy above the lowest of the compared OMol25 structures with the same formula, charge and spin = 0.0 kcal per mole

=====

# C12H21N5OPdSeSi

A molecular structure, C12H21N5OPdSeSi (ωB97M-V/def2-TZVPD, the OMol25 dataset).

```
42
C12H21N5OPdSeSi, DFT ωB97M-V/def2-TZVPD
Pd 0.6190 0.5679 -0.1113
N 3.9891 -1.4463 -1.8945
C 3.0278 -1.0816 -1.0586
O 2.1768 -0.2377 -1.4058
C 2.9654 -1.7335 0.3056
C 2.4120 -0.8267 1.3522
H 4.0051 -1.0637 -2.8279
H 4.6883 -2.1213 -1.6336
H 3.9585 -2.1015 0.5911
H 2.3412 -2.6253 0.1880
H 2.9119 0.1143 1.5495
H 1.8399 -1.2435 2.1680
N 1.8130 4.6000 0.3802
C 3.0710 4.2619 -0.0699
C 3.0260 2.9316 -0.3469
N 1.7700 2.4567 -0.0665
C 1.0623 3.4864 0.3704
C -0.3366 3.2725 0.7273
N -0.8451 2.0536 0.6452
C -2.1673 2.1565 0.9962
C -2.4529 3.4515 1.2965
N -1.2783 4.1471 1.1225
H 1.5335 5.5247 0.6657
H 3.8578 4.9906 -0.1494
H 3.8057 2.2981 -0.7310
H -2.8259 1.3063 1.0245
H -3.3588 3.9364 1.6134
H -1.1713 5.1392 1.2603
C -1.8854 -4.3890 0.2296
Si -2.7483 -2.8878 -0.4293
C -3.9700 -2.0820 0.7097
C -3.1628 -2.8991 -2.2342
Se -0.9130 -1.2003 -0.3339
H -2.6067 -5.2128 0.2414
H -1.5337 -4.2517 1.2523
H -1.0523 -4.7010 -0.4004
H -4.8168 -2.7679 0.8204
H -4.3638 -1.1512 0.3007
H -3.5686 -1.9068 1.7080
H -3.9782 -3.6139 -2.3871
H -2.3269 -3.2231 -2.8538
H -3.5117 -1.9275 -2.5845
```

Summary:
E_LUMO (alpha / beta) = -5.13 / -8.95 eV
multiplicity = 5
HOMO-LUMO gap (alpha / beta) = 8.891 / 5.394 eV
charge = +2
energy above the lowest of the compared OMol25 structures with the same formula, charge and spin = 8.2 kcal per mole

=====

# C5H11N2

A gas-phase ion, C5H11N2 (charge +1) (ωB97M-V/def2-TZVPD, the OMol25 dataset).

```
18
C5H11N2, DFT ωB97M-V/def2-TZVPD
H 2.2880 2.3740 0.6463
N 2.2740 1.3981 0.4307
C 1.2487 0.8213 0.0083
C 0.7607 -0.4920 -0.6949
N 1.1917 -1.8088 -0.2210
C -0.2243 0.5613 -0.0869
C -1.0486 1.4125 -0.9744
C -0.8395 -0.0377 1.1759
H 1.1178 -0.4479 -1.7087
H 2.0974 -1.7345 0.2470
H 1.2971 -2.4573 -1.1296
H 0.5313 -2.4160 0.2121
H -1.8240 0.7500 -1.3280
H -0.5171 1.7520 -1.8643
H -1.5931 2.2105 -0.4143
H -1.4888 -0.8639 0.8325
H -1.3346 0.7545 1.7222
H -0.0989 -0.6517 1.8622
```

Summary:
E_LUMO = -4.01 eV
structure (SMILES) = [H]/N=C1/[C@@H]([NH3+])C1(C)C
HOMO-LUMO gap = 9.046 eV
charge = +1
energy above the lowest of the compared OMol25 structures with the same formula, charge and spin = 76.2 kcal per mole

=====

| no. | strongest force on any atom (eV/A) | DFT total energy (eV) |
| --- | --- | --- |
| 1 | 1.88 | -9925.0818 |
| 2 | 7.72 | -10649.9913 |
| 3 | 4.30 | -90085.8981 |
| 4 | 7.17 | -118383.4947 |
| 5 | 3.46 | -136231.9678 |
| 6 | 6.24 | -32295.0301 |
| 7 | 0.32 | -98971.6720 |
| 8 | 4.05 | -8333.8131 |